C28H30AsN5O6S4V as an isolated structure at a distorted geometry. Source: OMol25; level of theory: the ωB97M-V functional and the def2-TZVPD basis.

Geometry (Å):
V -0.26893 -0.12644 -0.03583
O -1.39734 -0.48743 4.11161
As -1.67009 -0.04684 2.43724
O -2.33302 1.43833 2.41028
O -0.08776 -0.00482 1.78309
C -2.87174 -1.44568 1.86457
C -4.20258 -1.07752 1.74572
C -5.14855 -2.03554 1.41538
C -4.75470 -3.35140 1.22302
C -3.42072 -3.71708 1.32470
C -2.47085 -2.76260 1.64422
S -0.06822 -2.42217 0.61249
O 0.43283 -3.39974 -0.33016
O -1.13447 -3.11418 1.70088
O -1.14187 -1.59059 -0.20867
H -1.60142 0.26255 4.68404
H -4.46705 -0.04173 1.92116
H -6.18641 -1.75504 1.29962
H -5.48793 -4.10875 0.97986
H -3.10277 -4.73767 1.15699
S -0.11690 -0.07219 -2.40203
C 1.31440 -0.95119 -2.60128
N 1.52913 -1.75268 -3.63388
C 2.75217 -2.54989 -3.66966
C 3.90277 -1.69634 -3.19963
N 3.60735 -1.20918 -1.85387
C 4.68079 -1.14473 -0.86114
C 4.72607 -2.38163 0.01401
C 4.48016 -2.26762 1.37641
C 4.57065 -3.37849 2.20251
C 4.89070 -4.61726 1.67022
C 5.11546 -4.74317 0.30661
C 5.03822 -3.63104 -0.51562
C 2.37418 -0.79870 -1.58804
S 2.00566 -0.02838 -0.12198
C 0.59595 -1.92479 -4.74642
C 1.19857 -1.36766 -6.01719
C 1.50069 -0.00995 -6.09211
C 2.10211 0.50930 -7.22667
C 2.40422 -0.32303 -8.29698
C 2.09162 -1.67173 -8.23268
C 1.49424 -2.19411 -7.09300
H 2.92070 -2.88788 -4.68957
H 2.63698 -3.41712 -3.01184
H 4.03731 -0.84385 -3.87387
H 4.82331 -2.27078 -3.18467
H 4.51987 -0.26970 -0.23665
H 5.62238 -1.01579 -1.39602
H 4.22574 -1.30104 1.79507
H 4.39608 -3.27345 3.26508
H 4.97178 -5.48179 2.31517
H 5.36384 -5.70716 -0.11740
H 5.24238 -3.74982 -1.57300
H -0.32795 -1.41151 -4.49728
H 0.39252 -2.99201 -4.85526
H 1.25174 0.63868 -5.25844
H 2.33149 1.56562 -7.27954
H 2.87721 0.08217 -9.18145
H 2.31392 -2.32167 -9.06858
H 1.24739 -3.24910 -7.04948
C -3.97819 4.16357 -2.24207
C -4.04189 3.05991 -1.17758
C -2.70707 2.78377 -0.58455
N -2.02733 1.71393 -0.76142
N -0.83119 1.70076 -0.12057
C -0.59903 2.78621 0.59629
N 0.50542 2.97962 1.32992
S -1.85844 3.94746 0.42045
H -4.97486 4.35430 -2.63607
H -3.32968 3.86247 -3.06430
H -3.59418 5.09296 -1.82033
H -4.39955 2.13075 -1.61906
H -4.72992 3.35323 -0.38261
H 1.04876 2.16730 1.56803
H 0.51741 3.73497 1.99197

Values from the calculation:
- electronic energy (eV) = -179120.6524
- maximum force (hartree/bohr) = 0.0860
- relative energy (zero: lowest compared OMol25 entry of this formula, charge and spin) (kJ/mol) = 299.1
- expectation value of S² = 2.02
- charge = +1
- 2S+1 = 3



C10H18AlF4N4O4P as an isolated structure at a distorted geometry. Source: OMol25; level of theory: the ωB97M-V functional and the def2-TZVPD basis.

Geometry (Å):
C 0.17168 4.02722 -0.13767
C 0.16140 3.24498 -1.57863
C 1.51546 2.35476 -1.88367
N 1.33247 1.04529 -1.07575
N 1.89751 1.09281 0.15201
C 1.75016 -0.08393 1.04056
P 2.57620 0.03055 2.80142
N 3.74076 -1.31141 3.01802
O 3.52268 1.51395 2.83333
C 0.91536 -1.37519 0.50530
C 0.71458 -2.66932 1.52009
C -0.80751 -3.25293 1.34452
C -2.00138 -2.14104 1.50522
O -2.93718 -2.22652 0.33559
C 0.27963 -1.42335 -1.00673
C 0.56655 0.00411 -1.83171
O 0.05980 0.16215 -3.23314
N 0.21057 -1.04119 -3.87372
O 1.41838 -1.10453 -4.11557
H -0.92475 3.91069 0.32004
H 0.92009 3.54455 0.64287
H 0.47590 5.16669 -0.27165
H -0.78142 2.52455 -1.63094
H 0.03396 4.04963 -2.42056
H 1.72559 2.15929 -3.01791
H 2.47211 2.92709 -1.45643
H 4.53482 -1.09202 2.34762
H 3.26363 -2.14720 2.60160
H 4.44104 1.32193 2.42931
H 1.44365 -3.51383 1.09706
H 1.04764 -2.46730 2.62348
H -1.06184 -4.13252 2.11014
H -0.95460 -3.74154 0.26520
H -1.63886 -1.03116 1.60118
H -2.68514 -2.34961 2.46108
H -3.09637 -3.23152 0.24806
H -0.33833 -2.30180 -1.47772
F -3.00426 0.58622 -0.78874
Al -4.79286 0.71155 -0.95840
F -5.37544 -0.54082 -2.11410
F -5.22401 2.34685 -1.57749
F -5.56765 0.45387 0.64684

Values from the calculation:
- electronic energy (eV) = -51561.4466
- maximum force (hartree/bohr) = 0.1253
- relative energy (zero: lowest compared OMol25 entry of this formula, charge and spin) (kJ/mol) = 1010.5
- charge = 0



C18H22F2I2Si as an isolated structure at a distorted geometry. Source: OMol25; level of theory: the ωB97M-V functional and the def2-TZVPD basis.

Geometry (Å):
C 0.77834 -0.75654 3.05496
C 0.41559 -2.03666 2.82621
C -1.02103 -2.51912 2.96121
Si -2.02857 -1.46650 1.77280
C -3.92085 -1.61393 1.89867
I -4.63397 -0.47068 0.19320
C -4.57498 -1.06913 3.16707
C -6.11308 -0.93710 3.08945
I -4.15542 -2.37566 4.85698
H 1.53057 -0.26483 2.44964
H 0.31989 -0.16848 3.84373
H 1.19907 -2.74679 2.57969
H -1.04546 -3.58004 2.71878
H -1.30602 -2.41233 4.00951
H -1.62890 -0.05608 1.80988
H -1.68083 -1.94552 0.41145
H -4.26715 -2.63511 1.75284
H -4.14688 -0.10222 3.41252
H -6.40312 0.10689 3.16712
H -6.51574 -1.41111 2.20104
H -6.58013 -1.42909 3.93683
F -1.31563 2.25134 1.19895
C -0.55045 2.34529 0.09327
C 0.09342 3.53992 -0.16063
C 0.88534 3.64726 -1.29438
C 1.01475 2.56983 -2.15889
C 0.35465 1.37943 -1.88686
C -0.43205 1.25593 -0.75112
H -0.02780 4.36992 0.52267
H 1.40122 4.57515 -1.50266
H 1.63079 2.65753 -3.04464
H 0.45070 0.54306 -2.56123
H -0.94078 0.32903 -0.52542
F 2.48259 -0.50164 -1.90215
C 3.46126 -0.23432 -2.78785
C 3.40838 -0.81262 -4.04013
C 4.41577 -0.52777 -4.95066
C 5.45812 0.31785 -4.59707
C 5.49193 0.88533 -3.33043
C 4.48488 0.61380 -2.41601
H 2.59047 -1.47444 -4.29252
H 4.38601 -0.96788 -5.93820
H 6.24335 0.53444 -5.30879
H 6.30511 1.54198 -3.05212
H 4.48662 1.05160 -1.42675

Values from the calculation:
- electronic energy (eV) = -48534.9782
- maximum force (hartree/bohr) = 0.0305
- charge = 0



A 2-piece molecular cluster, C3H10N2 overall at a distorted geometry. Source: OMol25; level of theory: the ωB97M-V functional and the def2-TZVPD basis.

Geometry (Å):
H -3.47627 0.40197 -0.99017
N -3.16601 -0.55625 -0.83540
C -2.30644 -0.52627 0.11010
N -1.78907 -1.70853 0.54418
H -1.81508 0.41248 0.33747
H -1.01689 -1.71818 1.17903
H -2.21903 -2.50760 0.11369
C 2.40156 1.01957 0.52875
C 1.62466 0.57705 -0.70396
H 2.09681 1.97596 0.96423
H 3.45393 1.15879 0.31426
H 2.27993 0.33094 1.35836
H 0.88296 -0.13636 -0.36414
H 0.84022 1.21589 -1.10158
H 2.20870 0.06053 -1.45484

Values from the calculation:
- electronic energy (eV) = -6252.5794
- maximum force (hartree/bohr) = 0.0386
- relative energy (zero: lowest compared OMol25 entry of this formula, charge and spin) (kJ/mol) = 81.9
- charge = 0



C6H12Cl3GaGdO2 as an isolated structure at a distorted geometry. Source: OMol25; level of theory: the ωB97M-V functional and the def2-TZVPD basis.

Geometry (Å):
Gd 1.26006 -1.65322 -1.73770
Cl 1.73437 -3.41736 -0.04554
C 2.29978 0.38166 -2.16052
C -0.47590 -1.75149 -3.25790
H 1.80581 0.87861 -3.01015
H 2.17887 1.03389 -1.28294
H 3.37020 0.27411 -2.38609
H -0.36454 -0.96008 -4.01490
H -1.41321 -1.55419 -2.71458
H -0.54398 -2.72272 -3.77076
Ga -1.53463 0.44330 1.08406
C -1.94124 -1.44576 1.48342
C -2.35470 1.47334 -0.26041
H -2.99175 -1.63883 1.21031
H -1.29479 -2.11627 0.89569
H -1.81273 -1.66025 2.55521
H -3.22364 1.11693 -0.83017
H -1.98814 2.46737 -0.54126
Cl 2.10943 0.45298 3.96500
C 1.49144 1.82704 3.05258
Cl 2.66544 2.54566 1.94177
C 0.30132 1.30134 2.24386
O -0.88978 1.48369 2.68239
O 0.49465 0.64812 1.16558
H 1.11769 2.59213 3.73304

Values from the calculation:
- electronic energy (eV) = -121289.2341
- maximum force (hartree/bohr) = 0.0613
- relative energy (zero: lowest compared OMol25 entry of this formula, charge and spin) (kJ/mol) = 57.3
- expectation value of S² = 16.08
- charge = -1
- 2S+1 = 8



C5H12Br3O4P as an isolated structure at a distorted geometry. Source: OMol25; level of theory: the ωB97M-V functional and the def2-TZVPD basis.

Geometry (Å):
C 2.84311 -0.51564 0.87414
C 1.87560 0.46938 1.53107
C 1.21398 1.42060 0.54136
C -0.16164 0.96539 0.03408
O -0.53758 -0.34781 0.52204
P -1.90591 -0.42416 1.28424
O -1.90145 -1.46450 2.27173
O -2.96895 -0.72728 0.15990
O -2.24470 0.94858 1.98107
H 3.84866 -0.12294 0.88791
H 2.54327 -0.77222 -0.13259
H 2.85941 -1.43400 1.44610
H 2.44344 1.07818 2.22152
H 1.16148 -0.07527 2.13082
H 1.86199 1.53662 -0.31667
H 1.12495 2.40287 0.98634
H -0.88696 1.73751 0.25238
H -0.11282 0.91158 -1.04290
H -3.70056 -1.19183 0.61000
H -2.35875 1.69092 1.36490
C -1.07232 -1.27704 -3.43926
Br 0.70640 -1.22405 -2.70706
Br -1.79073 0.49462 -3.67818
Br -1.14152 -2.30022 -5.06650
H -1.69841 -1.77929 -2.71645

Values from the calculation:
- electronic energy (eV) = -232988.2763
- maximum force (hartree/bohr) = 0.0390
- relative energy (zero: lowest compared OMol25 entry of this formula, charge and spin) (kJ/mol) = 39.6
- charge = 0



- The highest charge belongs to which entry?
  C28H30AsN5O6S4V